{"formula": "C24H43ClIrP2", "method": "ωB97M-V/def2-TZVPD", "s_squared": 8.786, "spin_multiplicity": 6, "de_lowest_kj_mol": 382.8, "mol_weight_g_mol": 621.2, "total_charge": 2, "orbital_gap_ev": [5.1, 5.0], "e_homo_ev": [-12.40, -13.48], "energy_ha": -2186.54928, "largest_force_ha_per_bohr": 0.0747, "elements": ["Ir", "Cl", "P", "P", "C", "C", "C", "C", "C", "C", "C", "C", "C", "C", "C", "C", "C", "C", "C", "C", "C", "C", "C", "C", "C", "C", "C", "C", "H", "H", "H", "H", "H", "H", "H", "H", "H", "H", "H", "H", "H", "H", "H", "H", "H", "H", "H", "H", "H", "H", "H", "H", "H", "H", "H", "H", "H", "H", "H", "H", "H", "H", "H", "H", "H", "H", "H", "H", "H", "H", "H"], "positions_angstrom": [[-1.042290, 0.061543, 1.814068], [0.554312, -2.694536, 3.222818], [-2.232821, -1.729714, -2.086414], [0.685634, -2.129207, -2.842058], [-2.265692, 3.352621, 1.526714], [1.730467, -3.613118, -3.134231], [0.518575, 0.620628, -1.289184], [-1.051685, -1.128381, 0.044072], [-0.930149, 2.800915, 1.767911], [1.362463, -2.218214, 0.112423], [0.396235, 4.547079, 0.468983], [-2.747456, -0.736873, -3.525524], [2.733124, -0.059487, -0.034201], [0.250615, 3.288925, 1.255561], [-0.647346, -1.352008, 3.296019], [-0.607258, 1.706899, 2.812029], [1.952703, 0.942495, -0.846753], [0.921872, 1.680365, 2.796460], [-0.608577, 0.194683, -0.350322], [0.812416, -1.323723, -4.470244], [1.737695, 1.031467, 3.836827], [2.780305, 3.060464, 1.765412], [1.363249, 2.623099, 1.897287], [2.178530, -1.083257, 0.670002], [-0.199149, -2.363301, 0.186063], [-1.298514, 1.734429, 4.143294], [-3.582522, -2.936451, -1.940168], [-1.001150, -2.858769, -2.883223], [0.596398, -0.058295, -2.187761], [-2.408417, 3.651603, 0.479127], [-2.742419, -1.386476, -4.412629], [1.927548, 1.918694, -0.324192], [1.513145, -4.027174, -4.127957], [1.405591, 4.642289, 0.055566], [-0.318166, 4.589003, -0.355096], [0.649741, -2.076084, -5.252538], [-1.469876, 2.784940, 4.414301], [-3.568020, -3.505927, -2.871109], [3.078777, 3.263703, 0.723860], [-2.090879, 0.124236, -3.682394], [-3.393954, -3.585779, -1.086447], [-0.511695, -2.864181, 1.111065], [0.094520, -0.502465, -4.571817], [-3.041448, 2.628911, 1.785260], [-2.247319, 1.181128, 4.079881], [-0.439058, -0.900888, 4.274885], [1.693952, -3.119067, 0.651943], [1.549139, -4.372724, -2.362837], [1.815201, -0.894998, -4.580511], [3.789057, 0.156553, 0.054490], [2.790963, -3.331293, -3.076876], [2.794415, 1.050613, 3.558994], [-1.620373, -1.874615, 3.240562], [1.644860, -2.343021, -0.958139], [1.442622, -0.005436, 4.011699], [2.098429, -1.001865, 1.769411], [-2.423852, 4.248559, 2.132791], [2.517706, 1.142946, -1.789854], [0.224546, 5.433325, 1.099861], [-0.973778, -3.830862, -2.349484], [2.903956, 3.998335, 2.334584], [-0.656487, 1.269160, 4.904340], [-2.165744, -1.303461, 0.043639], [1.622307, 1.607532, 4.760135], [-3.756015, -0.349073, -3.337216], [0.163003, 1.578903, -1.727072], [3.475460, 2.316631, 2.179820], [-1.295616, -3.007875, -3.935844], [-0.437836, -3.123544, -0.570381], [-4.519908, -2.393773, -1.789397], [-1.474066, 0.853238, -0.530286]], "forces_ev_per_angstrom": [[1.00, -1.68, -1.39], [0.22, 0.34, 0.07], [-0.21, -1.17, -1.92], [0.54, -0.61, -1.05], [-0.60, -0.23, -0.42], [-0.04, -0.05, -0.15], [-0.25, 0.76, -0.73], [-0.06, -0.47, -0.82], [0.54, -1.06, 1.66], [0.12, -0.59, -0.59], [0.09, 0.01, -0.45], [-0.19, 0.36, 0.03], [-0.33, 1.52, -0.69], [1.78, 0.16, 0.90], [-0.29, -0.26, 0.17], [2.74, 2.67, -0.37], [-0.01, -0.83, -1.21], [-3.24, -0.53, 1.01], [-0.65, 0.19, 0.68], [-0.08, -0.09, -0.32], [0.39, -0.24, -0.23], [0.35, 0.02, -0.06], [-0.43, 1.82, -1.77], [-2.58, -0.84, 0.88], [-0.08, -0.29, 0.19], [-0.38, 0.06, 0.31], [-0.10, 0.51, 0.27], [0.21, 0.04, -0.02], [-0.25, 0.58, 1.33], [0.08, -0.01, 0.24], [-0.12, 0.30, 0.17], [0.39, -0.66, 0.15], [0.16, -0.10, 0.29], [-0.21, 0.03, 0.00], [0.03, 0.10, -0.01], [0.01, 0.36, -0.06], [-0.19, -0.32, 0.24], [-0.35, -0.08, 0.12], [-0.12, 0.07, 0.39], [-0.04, -0.18, -0.04], [-0.09, -0.13, -0.04], [0.42, 0.24, -0.23], [0.07, -0.17, -0.05], [-0.03, 0.13, 0.06], [0.10, 0.38, 0.44], [-0.60, -0.18, -0.29], [0.26, 0.29, 0.10], [0.01, 0.12, -0.19], [-0.14, -0.13, -0.03], [0.24, 0.33, 0.60], [-0.25, -0.07, -0.11], [-0.09, -0.09, 0.24], [0.11, 0.18, 0.60], [-0.06, 0.27, 1.29], [0.03, 0.17, 0.16], [1.14, -0.45, -0.15], [0.01, 0.05, 0.08], [-0.08, -0.01, 0.64], [0.01, -0.28, -0.11], [-0.15, 0.50, -0.40], [0.12, -0.27, -0.23], [-0.37, 0.13, -0.17], [1.03, 0.20, 0.68], [0.07, -0.16, 0.11], [0.17, -0.10, -0.15], [0.24, -0.39, 0.31], [-0.16, 0.33, -0.14], [-0.12, -0.21, 0.38], [0.17, 0.29, 0.03], [-0.03, -0.32, -0.10], [0.11, -0.27, -0.11]]}


{"formula": "C24H43FIN2O11PS4", "method": "ωB97M-V/def2-TZVPD", "mol_weight_g_mol": 840.8, "orbital_gap_ev": 7.8, "e_homo_ev": -8.46, "energy_ha": -4208.81915, "largest_force_ha_per_bohr": 0.1980, "elements": ["I", "S", "S", "S", "S", "P", "F", "O", "O", "O", "O", "O", "O", "O", "O", "O", "O", "O", "N", "N", "C", "C", "C", "C", "C", "C", "C", "C", "C", "C", "C", "C", "C", "C", "C", "C", "C", "C", "C", "C", "C", "C", "C", "C", "H", "H", "H", "H", "H", "H", "H", "H", "H", "H", "H", "H", "H", "H", "H", "H", "H", "H", "H", "H", "H", "H", "H", "H", "H", "H", "H", "H", "H", "H", "H", "H", "H", "H", "H", "H", "H", "H", "H", "H", "H", "H", "H"], "positions_angstrom": [[5.069126, -1.757086, 2.179735], [-4.932182, -0.454909, 0.845305], [2.176724, -0.989722, -2.953680], [-3.815999, 0.129161, -1.879972], [1.507826, 3.139193, -1.230406], [3.687570, 1.433272, -3.114029], [0.124441, 3.492773, -0.371544], [1.389078, 3.941159, -2.430678], [0.690209, 0.837371, -0.319483], [4.756814, 0.574659, -4.016507], [-3.940552, -3.863386, 0.709024], [5.544217, -0.845210, -1.682256], [2.602160, 3.610051, -0.418889], [-2.178520, -4.121918, 2.102516], [4.236194, -2.321092, -0.964111], [4.011754, 1.162913, -0.204471], [4.379232, 2.643734, -2.635976], [2.659072, 2.003385, -4.319231], [3.465848, -0.035610, -0.615418], [-5.685432, 1.780483, -0.382287], [2.657955, 0.448051, -1.840013], [-4.876585, 2.961012, -0.000082], [2.951862, -0.020255, 4.468869], [2.461426, -0.883348, 3.208607], [5.460720, 2.580522, 1.165927], [1.553238, 0.766734, 0.814278], [0.145274, 1.206344, -2.560863], [0.188802, -3.463862, 1.540209], [1.358947, 1.304334, -1.515078], [-4.901796, 0.569874, -0.431234], [-1.166198, -4.146665, 1.068631], [-4.176616, -5.797828, 2.058760], [2.574961, -0.437233, 0.562926], [4.394480, -1.096046, -1.112929], [-7.293414, 0.699748, -1.953824], [1.801823, -1.796204, 0.476372], [-6.467869, 2.010279, -1.619562], [3.339536, -0.457545, 1.968081], [-4.794798, 3.186214, 1.564482], [-3.406854, -4.520740, 1.566306], [5.366881, 1.380008, 0.111843], [0.322649, -1.962345, 0.964352], [-0.974616, 0.172627, -2.176458], [-2.186240, 0.821423, -1.369034], [-5.236139, -5.489283, 2.267370], [-2.019968, 0.611278, -0.272285], [-8.153914, 1.036593, -2.598909], [3.942174, -0.348837, 4.857422], [-3.670262, -6.142016, 3.004635], [4.541264, 2.654558, 1.804597], [-5.415527, 3.857775, -0.416893], [1.814342, -2.306759, -0.526971], [3.716442, 0.573282, 2.220861], [1.005473, -4.132283, 1.177787], [2.287507, 1.248159, -4.813775], [4.630176, -0.391995, -4.002358], [0.438708, 1.034826, -3.612998], [-7.234116, 2.800913, -1.379678], [5.604973, 3.539943, 0.596781], [2.939322, 1.065580, 4.159077], [2.047197, 1.716707, 1.136757], [6.390434, 2.433473, 1.776865], [2.399971, -2.534578, 1.089794], [5.971136, 1.744725, -0.766653], [-0.432727, -1.937420, 0.125952], [2.127570, -0.102350, 5.233764], [-0.401206, 2.195147, -2.582571], [-4.144266, -6.604129, 1.276435], [-6.626547, -0.027803, -2.477417], [0.151360, -3.360556, 2.658383], [-2.185152, 1.942456, -1.468676], [-7.755664, 0.248392, -1.039360], [2.645679, -1.949851, 3.521939], [5.994110, 0.558846, 0.539507], [1.362323, -0.751046, 3.160481], [-5.579565, 3.950084, 1.839073], [-1.441003, -0.159239, -3.153748], [-1.522647, -3.751147, 0.085744], [-3.848644, 2.980130, -0.455226], [0.863217, 0.554659, 1.675435], [1.079158, -1.606311, -2.431155], [-5.056358, 2.258483, 2.127274], [-0.073266, -1.308944, 1.767920], [-0.912340, -5.238270, 0.904101], [-5.851606, 2.371931, -2.485173], [-0.655303, -0.757255, -1.659773], [-3.817465, 3.637809, 1.877452]], "forces_ev_per_angstrom": [[-0.04, 0.32, -0.29], [0.22, 0.71, -0.99], [0.21, 0.04, 0.07], [-0.04, 0.51, 0.24], [1.68, 5.34, -0.66], [2.68, 2.95, -3.34], [1.47, -1.32, -0.95], [-0.93, -2.08, 0.80], [1.57, 0.68, -0.57], [-2.12, -0.33, 1.19], [0.71, -0.22, 0.30], [-3.84, 3.60, 1.23], [-1.31, -1.80, 0.55], [-0.67, -0.82, -0.72], [-3.83, 1.48, 1.60], [-0.06, 1.15, 0.47], [-0.93, -1.25, 0.66], [0.32, -2.07, 1.91], [-1.30, 0.54, -0.21], [0.82, -0.23, -1.11], [-1.53, -0.80, -1.66], [0.08, 1.11, 0.63], [-1.47, 0.16, -0.74], [0.74, 0.08, 1.64], [-0.16, -0.11, -0.85], [0.00, -0.80, 0.68], [-0.77, 0.41, -0.12], [-1.54, 0.85, -0.30], [-2.82, -0.95, 0.99], [0.04, -0.15, 1.39], [1.64, -1.01, -0.06], [1.24, 0.54, 1.12], [-1.72, -0.02, 2.96], [8.12, -5.58, -2.56], [0.01, 1.07, -0.34], [0.14, -1.57, -0.44], [-1.22, -0.50, 0.28], [0.11, 0.49, 0.19], [-0.63, 0.54, -0.26], [-1.48, 0.15, -0.72], [3.89, 1.52, 0.78], [-0.70, -1.46, -0.02], [-1.55, 0.03, -0.80], [1.11, 0.39, 1.23], [1.10, -0.37, -0.30], [-0.36, 0.17, -1.07], [0.98, -0.66, 0.31], [-0.81, 0.37, -0.30], [-0.75, 0.01, -0.94], [0.94, -0.03, -0.45], [0.56, -0.94, 0.22], [0.34, 0.91, 0.93], [-0.23, -1.10, -0.63], [-0.45, 0.71, 0.49], [0.18, 0.40, -0.02], [0.43, 0.23, 0.20], [0.26, 0.16, 0.92], [0.95, -0.57, -0.14], [-0.46, -0.88, 0.66], [0.36, -1.02, 0.45], [-0.17, -0.58, -0.97], [-1.01, 0.01, -0.39], [-0.41, 0.97, -0.69], [-1.14, -0.69, 0.46], [0.97, 0.46, 0.68], [1.16, -0.08, -0.43], [0.91, -0.89, 0.09], [0.03, 0.93, 0.73], [-0.84, 0.38, 0.35], [0.35, -0.60, -1.00], [0.02, -1.13, -0.13], [0.68, 0.42, -0.67], [-0.37, 0.95, -0.77], [-1.45, 0.02, -0.48], [0.73, 0.09, -0.46], [0.73, -0.83, -0.20], [0.71, 0.27, 0.83], [0.04, -0.02, 0.98], [-0.86, -0.24, 0.28], [0.82, -0.25, -1.01], [0.45, 0.68, 0.24], [0.55, 0.66, -0.47], [0.52, -0.10, -0.67], [-0.36, 1.00, 0.07], [-0.40, -0.47, 0.59], [-0.05, 0.79, -0.29], [-0.76, -0.69, -0.27]]}